DFT (ωB97M-V with the def2-TZVPD basis set) results for a single C5H16OSSi2 molecule.

Structure (XYZ):
```
25
C5H16OSSi2, DFT ωB97M-V with the def2-TZVPD basis set
C 2.225 -1.124 0.723
Si 1.281 0.276 -0.115
C 1.050 1.796 1.047
C 1.852 0.765 -1.795
O -0.261 -0.338 -0.281
Si -1.932 -0.194 -0.093
C -2.366 -0.439 1.815
C -2.845 -1.380 -1.223
S -2.406 1.810 -0.658
H 3.194 -0.782 1.121
H 1.698 -1.505 1.511
H 2.425 -2.044 -0.018
H 0.931 2.808 0.556
H 0.222 1.689 1.732
H 1.869 1.901 1.829
H 1.428 0.173 -2.668
H 1.888 1.867 -1.875
H 2.872 0.337 -1.915
H -2.276 -1.589 1.958
H -1.606 0.150 2.452
H -3.272 -0.062 2.220
H -3.881 -1.377 -1.272
H -2.331 -1.219 -2.164
H -2.520 -2.464 -0.747
H -1.180 2.259 -0.719
```

Properties
Relative energy (zero: lowest compared OMol25 entry of this formula, charge and spin) ... 0.000 eV
Gap between HOMO and LUMO ... 0.360 Ha
SMILES ... C[Si](C)(C)O[Si](C)(C)S
2S+1 ... 1
LUMO energy ... 0.6 eV
E_HOMO ... -9.14 eV